Record 1
42
Properties=species:S:1:pos:R:3 method="wB97M-V/def2-TZVPD" fmax_ha_per_bohr=0.044 e_homo_ha=-0.176 gap_ev=6.834 multiplicity=1 e_tot_ha=-3617.69021 lumo_energy_ha=0.075 total_charge=-1 mol_weight_g_mol=540.6
Na -0.782 1.171 -0.092
N -2.445 -1.683 -3.239
C -2.925 -1.016 -2.189
N -2.156 0.059 -1.949
C -1.265 0.038 -2.974
N -1.348 -1.051 -3.743
C -0.270 1.055 -3.148
C 0.527 0.911 -4.298
N 1.593 1.639 -4.510
C 1.821 2.616 -3.645
C 0.973 2.870 -2.580
N -0.079 2.084 -2.317
H -2.745 -2.538 -3.696
H -3.830 -1.311 -1.644
H 0.224 0.150 -5.038
H 2.688 3.226 -3.834
H 1.108 3.741 -1.918
Cl -1.048 3.628 1.597
C -2.065 2.505 2.451
C -2.599 1.440 1.802
C -3.501 0.653 2.456
Cl -4.146 -0.716 1.637
C -3.815 0.876 3.814
Cl -5.076 -0.024 4.572
C -3.213 1.898 4.503
Cl -3.491 2.209 6.172
C -2.312 2.705 3.822
Cl -1.498 4.014 4.586
O 1.235 -0.637 -1.109
C 1.523 -0.571 0.137
O 1.083 0.300 0.983
C 2.458 -1.591 0.685
C 2.726 -1.691 2.069
C 3.576 -2.711 2.522
C 4.157 -3.591 1.590
C 3.849 -3.495 0.239
C 3.044 -2.481 -0.238
H 2.299 -0.940 2.756
H 3.764 -2.840 3.592
H 4.852 -4.355 1.940
H 4.267 -4.233 -0.456
H 2.842 -2.315 -1.309

---

Record 2
9
Properties=species:S:1:pos:R:3 method="wB97M-V/def2-TZVPD" fmax_ha_per_bohr=0.065 e_homo_ha=-0.313 gap_ev=6.049 multiplicity=1 e_tot_ha=-1250.72892 lumo_energy_ha=-0.091 total_charge=0 mol_weight_g_mol=139.1
C -0.977 -0.481 1.595
N -0.468 -0.542 0.436
O 0.215 -2.231 -1.332
P 0.730 -1.833 -0.020
P 3.433 -0.621 -1.676
S 2.300 0.130 -0.243
H -0.513 -1.102 2.306
H -1.853 -0.013 1.897
H 2.347 -1.517 -2.081

---

Record 3
16
Properties=species:S:1:pos:R:3 method="wB97M-V/def2-TZVPD" fmax_ha_per_bohr=0.051 e_homo_ha=-0.280 gap_ev=8.580 multiplicity=1 e_tot_ha=-321.96696 lumo_energy_ha=0.036 total_charge=0 mol_weight_g_mol=99.1
C -1.933 0.053 -0.070
C 1.407 1.318 0.184
N -1.224 -1.157 -0.361
N -0.996 1.065 -0.579
C 0.102 -0.862 -0.181
C 0.156 0.500 0.116
N 1.034 -1.884 -0.100
H -1.589 -2.044 -0.044
H -1.224 1.965 -0.170
H 1.750 -1.874 -0.813
H 1.519 -2.037 0.776
H -2.916 0.076 -0.547
H -1.278 0.276 1.191
H 1.257 2.190 0.824
H 1.698 1.688 -0.801
H 2.239 0.729 0.574

---

Record 4
46
Properties=species:S:1:pos:R:3 method="wB97M-V/def2-TZVPD" fmax_ha_per_bohr=0.014 e_homo_ha=-0.291 gap_ev=8.142 smiles="CCOC(=O)Cc1cc(-c2ccc(O)cc2)nc2ccc3ccccc3c12" multiplicity=1 e_tot_ha=-1168.38034 lumo_energy_ha=0.008 total_charge=0 mol_weight_g_mol=357.4
C 0.766 3.718 -1.521
C 0.224 4.250 -0.203
H -0.682 4.841 -0.374
H 0.970 4.854 0.319
O -0.084 3.182 0.695
C -1.266 2.579 0.547
O -2.109 2.930 -0.237
C -1.372 1.388 1.477
C -0.720 0.200 0.802
C 0.661 0.190 0.787
C 1.364 -0.924 0.305
N 0.724 -2.040 0.012
C -0.608 -2.063 0.030
C -1.415 -0.917 0.288
C -2.837 -1.027 0.072
C -3.689 0.079 -0.087
C -5.046 -0.084 -0.237
C -5.614 -1.356 -0.248
C -4.797 -2.457 -0.190
C -3.406 -2.318 -0.065
C -2.564 -3.464 -0.152
C -1.220 -3.333 -0.181
H -0.562 -4.175 -0.327
H -3.031 -4.433 -0.254
H -5.212 -3.452 -0.265
H -6.684 -1.472 -0.344
H -5.675 0.786 -0.361
H -3.284 1.073 -0.161
C 2.824 -0.937 0.184
C 3.567 0.236 0.084
C 4.942 0.192 -0.039
C 5.605 -1.030 -0.064
C 4.870 -2.210 0.026
C 3.499 -2.159 0.144
H 2.919 -3.065 0.210
H 5.397 -3.150 0.001
O 6.956 -1.117 -0.177
H 7.340 -0.234 -0.233
H 5.509 1.111 -0.120
H 3.074 1.197 0.085
H 1.195 1.031 1.200
H -2.412 1.190 1.726
H -0.810 1.617 2.384
H 1.047 4.549 -2.162
H 1.638 3.092 -1.349
H 0.005 3.127 -2.025